1.
73
Properties=species:S:1:pos:R:3:lowdin_charge:R:1 method="wB97M-V/def2-TZVPD" spin_multiplicity=5 charge=+3 gap_ev="5.82 / 2.85" homo_ev="-14.07 / -14.71" lumo_energy_ha="-0.3032 / -0.4357"
Pt -1.48229 -1.47401 0.38558 1.26
C -6.40630 -0.46205 0.39964 0.03
O -5.75226 -1.52662 1.14329 0.03
C -4.46293 -1.67685 1.00316 -0.57
O -3.73383 -0.95283 0.32374 -0.03
N -4.02100 -2.75984 1.69665 0.05
N -2.64789 -2.98529 1.80863 -0.01
H -7.25108 -0.15977 1.00487 0.11
H -6.75145 -0.86239 -0.54942 0.10
H -5.72307 0.36524 0.24483 0.09
H -4.67438 -3.28419 2.25934 0.18
H -2.45657 -3.97563 1.71168 0.12
H -2.32221 -2.65160 2.71306 0.10
Br 0.93936 11.13891 -0.12444 0.89
C 0.95153 9.35790 0.40580 -0.67
C -0.22442 8.78707 0.90325 -0.09
C -0.22714 7.46560 1.27109 0.01
C 0.95090 6.70678 1.14035 -0.24
C 2.12937 7.29566 0.66026 0.01
C 2.13059 8.62101 0.29529 -0.09
N 1.00184 5.35928 1.41992 0.12
N 0.08316 4.81167 2.03782 0.12
C -0.28042 3.52061 1.99826 -0.18
C -1.14546 3.10958 3.03894 0.04
C -1.63078 1.83826 3.13937 0.03
C -1.28988 0.86468 2.17899 -0.32
O -1.63409 -0.35260 2.29306 -0.12
C -0.49180 1.29553 1.02581 -0.13
N -0.29894 0.37198 0.05297 0.00
C 0.48470 0.65428 -0.97282 -0.10
C 1.13782 1.88310 -1.08210 0.00
C 0.91564 2.84933 -0.13248 0.04
C 0.06475 2.57763 0.95468 -0.05
H -1.11736 9.38950 1.00018 0.12
H -1.12104 7.00272 1.67115 0.12
H 3.03064 6.69816 0.59581 0.13
H 3.03102 9.09430 -0.07034 0.12
H -1.40708 3.85247 3.78318 0.14
H -2.26825 1.54378 3.96294 0.13
H 0.56258 -0.09407 -1.75126 0.10
H 1.79092 2.07008 -1.92368 0.12
H 1.38997 3.81679 -0.21617 0.11
S 4.64891 -4.04937 0.84389 1.31
C 2.97558 -3.66431 0.54829 -0.45
C 2.15055 -3.66430 1.67552 -0.03
C 0.84730 -3.22958 1.53485 -0.08
N 0.34224 -2.80496 0.36869 -0.04
C 1.12951 -2.84181 -0.71635 -0.09
C 2.45141 -3.25677 -0.67874 -0.02
C 5.31363 -4.64202 -0.61298 -0.49
C 6.67544 -4.36572 -0.82680 -0.03
C 7.25698 -4.92849 -1.95112 -0.06
N 6.58906 -5.73354 -2.78734 0.14
C 5.29395 -6.00010 -2.56283 -0.07
C 4.59631 -5.48281 -1.48827 -0.04
H 2.50854 -4.00644 2.63941 0.13
H 0.18396 -3.22209 2.38854 0.12
H 0.67073 -2.53786 -1.64914 0.11
H 3.04325 -3.23920 -1.58315 0.13
H 7.24506 -3.73998 -0.14987 0.13
H 8.29894 -4.74369 -2.18257 0.14
H 4.80969 -6.67027 -3.26231 0.13
H 3.56629 -5.75731 -1.30723 0.12
C -3.50244 -2.95521 -2.19272 0.00
C -2.57751 -1.86536 -2.62798 -0.44
C -2.80459 -1.23937 -3.96191 0.02
O -1.62950 -1.49666 -1.92820 -0.09
H -3.42374 -3.78647 -2.89861 0.11
H -4.53666 -2.60804 -2.23513 0.11
H -3.26328 -3.30028 -1.18984 0.06
H -2.69215 -1.99458 -4.74431 0.11
H -2.10866 -0.42398 -4.13646 0.09
H -3.83167 -0.87360 -4.02619 0.11

***

2.
72
Properties=species:S:1:pos:R:3:lowdin_charge:R:1 method="wB97M-V/def2-TZVPD" charge=+1 gap_ev=6.42 homo_ev=-11.28 lumo_energy_ha=-0.1787
C -3.15083 4.90842 -1.93179 -0.16
C -1.90591 5.72999 -1.53668 -0.38
P -0.27973 4.87577 -1.77871 1.09
C -0.53341 3.71593 -3.16369 -0.39
C 0.60649 2.69104 -3.36215 -0.14
N -0.15966 3.88194 -0.23188 -0.18
N -1.30349 3.33273 0.17353 0.20
C -1.18397 2.63467 1.27440 -0.14
C -2.46807 2.03730 1.78694 -0.20
C -3.32495 2.83408 2.49749 -0.03
C -4.49408 2.22838 2.89398 -0.04
C -4.68736 0.92029 2.53374 -0.13
N -3.85402 0.14527 1.86492 0.11
C -2.72539 0.72824 1.48178 -0.08
C 0.00400 2.39923 1.99027 -0.11
C -0.03776 1.55071 3.19122 -0.68
Cl -0.69866 2.24286 4.63903 0.75
C 0.41257 0.29878 3.17448 -0.71
C 0.98495 -0.28484 1.89388 -0.06
Cl 0.34576 -0.69520 4.58251 0.73
C 1.17010 2.98485 1.53605 -0.19
N 2.36083 2.73620 2.26190 0.13
C 1.01407 3.77677 0.36574 -0.13
P 2.46913 4.68824 -0.38716 0.43
O 2.79673 4.16043 -1.69451 -0.24
O 2.16447 6.24899 -0.36229 -0.13
O 3.78090 4.53252 0.53736 -0.11
H -3.03228 3.84494 -1.73105 0.04
H -3.36832 4.99220 -2.99666 0.07
H -4.04367 5.21395 -1.38723 0.07
H -1.98685 5.92940 -0.46578 0.07
H -1.92265 6.66992 -2.08458 0.08
H -1.48227 3.17594 -3.13904 0.07
H -0.57044 4.34542 -4.05842 0.10
H 1.46678 3.20186 -3.79020 0.07
H 0.93281 2.29069 -2.40261 0.05
H 0.32731 1.90403 -4.05722 0.08
H -3.10907 3.86801 2.72307 0.13
H -5.23023 2.77052 3.46484 0.12
H -5.63028 0.46761 2.82922 0.12
H -2.02801 0.13241 0.90392 0.12
H 1.23289 -1.33617 1.98586 0.07
H 0.26590 -0.16208 1.08306 0.08
H 1.88746 0.26998 1.63962 0.08
H 2.70889 3.59809 2.66696 0.10
H 3.06904 2.42123 1.60090 0.11
H 2.94948 6.74409 -0.08511 0.10
H 3.61475 4.95883 1.39277 0.08
C -0.33354 -5.48331 2.67773 -0.05
C -0.28933 -4.15812 2.25615 -0.06
C 0.16447 -3.84233 0.99602 -0.02
C 0.59328 -4.84068 0.13349 -0.08
C 0.57069 -6.16995 0.55610 -0.08
C 0.09587 -6.48839 1.82625 0.01
C 1.06871 -7.25711 -0.33362 -0.28
O 1.04599 -8.41286 0.02962 0.12
C 1.60155 -6.88509 -1.67392 -0.08
C 2.12167 -7.87525 -2.49672 0.00
C 2.60922 -7.54733 -3.75072 -0.05
C 2.57158 -6.22886 -4.19260 -0.05
C 2.05906 -5.23612 -3.37490 0.00
C 1.58079 -5.55724 -2.11065 -0.09
C 1.06467 -4.47653 -1.23024 -0.28
O 1.03133 -3.32061 -1.60762 0.09
H -0.69616 -5.72903 3.66700 0.11
H -0.61344 -3.35858 2.91199 0.09
H 0.18340 -2.80839 0.68189 0.09
H 0.06932 -7.52098 2.14632 0.12
H 2.14796 -8.90078 -2.15456 0.12
H 3.01847 -8.31996 -4.38813 0.11
H 2.94696 -5.97668 -5.17565 0.11
H 2.03354 -4.21030 -3.71592 0.12

***

3.
74
Properties=species:S:1:pos:R:3:lowdin_charge:R:1 method="wB97M-V/def2-TZVPD" spin_multiplicity=5 charge=+1 gap_ev="8.57 / 6.29" homo_ev="-11.25 / -11.27" lumo_energy_ha="-0.0986 / -0.1831"
Ru 0.15093 -0.82621 0.04024 1.50
C 4.65806 2.93858 3.56759 -0.05
O 5.25480 1.65829 3.34298 -0.04
C 4.58473 0.76453 2.62406 -0.25
C 5.25331 -0.45765 2.41173 0.03
C 4.66500 -1.42649 1.65423 0.00
C 3.38256 -1.25994 1.08573 -0.11
C 2.85726 -2.27953 0.21569 -0.34
C 3.66156 -3.50559 -0.10110 0.01
O 1.73859 -2.21027 -0.33898 -0.12
C 2.70978 -0.03781 1.35025 -0.27
O 1.48912 0.21793 0.88199 -0.24
C 3.31545 0.97540 2.09364 0.09
H 5.38005 3.49697 4.15452 0.10
H 3.72306 2.84105 4.11767 0.09
H 4.46133 3.44611 2.62471 0.09
H 6.23467 -0.58917 2.84448 0.13
H 5.20306 -2.34685 1.47951 0.12
H 4.61172 -3.23753 -0.56307 0.10
H 3.09058 -4.13214 -0.77934 0.10
H 3.88044 -4.06111 0.81182 0.10
H 2.79282 1.91370 2.22320 0.10
O 0.42524 -1.54245 -2.62844 0.05
C -0.49685 -2.23754 -2.24246 -0.47
N -1.07771 -2.02289 -0.99769 -0.05
C -2.13226 -2.92014 -0.79237 -0.43
O -2.82855 -2.95461 0.19079 0.07
C -2.19626 -3.78057 -2.01279 -0.09
C -3.05628 -4.81304 -2.32599 0.02
C -2.87871 -5.43127 -3.56009 -0.04
C -1.87935 -5.02066 -4.43918 -0.05
C -1.01958 -3.97483 -4.11822 0.01
C -1.19982 -3.37055 -2.88994 -0.10
H -3.83154 -5.12379 -1.63889 0.13
H -3.52811 -6.24787 -3.84651 0.11
H -1.77311 -5.52801 -5.38883 0.11
H -0.24397 -3.64772 -4.79746 0.13
C 2.92006 7.10886 3.82299 -0.06
C 1.99111 6.23794 4.65336 -0.19
N 0.80814 5.79834 3.90597 -0.05
C -0.47770 6.34282 4.33192 -0.21
C -0.63441 7.81988 4.00562 -0.07
C 0.98276 4.79073 3.02613 -0.39
O 2.06053 4.20845 2.91118 0.03
C -0.16197 4.31915 2.17426 -0.10
C -1.05539 5.13945 1.49899 -0.01
C -2.00359 4.55738 0.67022 -0.03
C -2.01828 3.17765 0.54613 -0.14
N -1.14955 2.38175 1.16671 0.06
C -0.24558 2.94974 1.95062 -0.07
H 3.78066 7.41570 4.41815 0.08
H 2.41065 8.00752 3.47378 0.07
H 3.28292 6.55632 2.95769 0.07
H 1.63118 6.77845 5.52880 0.12
H 2.52210 5.35334 5.00765 0.12
H -0.55955 6.19287 5.41248 0.13
H -1.27719 5.75859 3.88439 0.11
H 0.12073 8.42029 4.51374 0.07
H -1.61263 8.17463 4.33048 0.08
H -0.53845 8.00353 2.93458 0.07
H -1.00822 6.21506 1.60682 0.11
H -2.71627 5.16055 0.12526 0.11
H -2.75311 2.69235 -0.08783 0.08
H 0.46548 2.28891 2.43283 0.11
I -0.29332 -2.42440 2.58726 0.95
C -1.12821 -0.75030 1.60346 -0.73
H -1.00868 0.16150 2.17482 -0.03
H -2.14325 -0.98254 1.29637 -0.02
Cl -2.73388 -0.07020 -4.32554 0.67
C -2.93170 0.92965 -2.88023 -1.61
Cl -3.39766 2.57822 -3.30776 0.65
Cl -4.12386 0.20208 -1.78731 0.65
C -1.65595 0.96175 -2.16661 -0.37
N -0.68606 0.93044 -1.55947 0.18

***

| no. | energy (eV) |
| --- | --- |
| 1 | -134297.157 |
| 2 | -91395.891 |
| 3 | -98068.630 |